Molecular formula: C4H11N2S
Method: DFT, wB97M-V/def2-TZVPD

Structure (XYZ):
```
18
Properties=species:S:1:pos:R:3:forces:R:3:lowdin_charge:R:1
C 1.3065 0.0828 0.1220 -0.2142 0.1432 -1.7954 -0.158
C 1.0606 -1.4384 0.1836 0.4516 0.6984 0.5207 -0.101
C -1.0133 -0.2385 -0.3531 2.3276 2.7723 -1.4054 -0.680
C -0.0338 2.1757 -0.1004 1.2158 -1.8234 -1.2095 -0.039
N -0.0451 0.7251 0.2707 0.6624 -1.0643 1.5847 -0.200
N -0.4119 -1.6192 0.0059 -1.6281 0.4547 -1.7063 0.050
S -2.6592 -0.1616 0.1594 -2.0323 0.0447 -2.5688 0.919
H 2.1697 0.2423 0.8227 -1.3293 0.8036 -0.2458 0.146
H 1.6916 0.3378 -0.9342 -0.3031 -0.2955 1.3441 0.141
H 1.7480 -1.8345 -0.5999 -1.0905 -0.7215 0.8536 0.151
H 1.1670 -1.7930 1.2118 0.9600 -0.2215 -0.4470 0.133
H -1.0115 0.0475 -1.4872 0.0304 -1.5464 1.4456 0.157
H -0.9082 2.7475 0.0174 -1.3734 0.1429 0.8048 0.071
H 0.8071 2.6619 0.3743 -0.0081 -0.0813 0.5061 0.096
H 0.1884 2.2378 -1.1611 0.1268 0.0578 -0.5970 0.083
H -0.7268 -2.2238 -0.8008 0.5527 0.2563 1.3070 0.200
H -0.9359 -1.8950 0.8912 1.0192 0.0599 -1.4165 0.180
H -2.3931 -0.0544 1.3780 0.6325 0.3202 3.0250 -0.148
```
Forces are in eV/Å.

For the frontier orbital gap, the calculation gives 9.8 eV. The calculation puts the LUMO energy at -3.41 eV. As for the charge: +1. The HOMO energy comes out at -0.4871 Ha. The SMILES is CN1CC[NH2+][C@H]1S. For the energy above the lowest of the compared OMol25 structures with the same formula, charge and spin, the calculation gives 44.6 kcal per mole.